This record from the OMol25 dataset describes a structure of composition C17H26N2OSr. The level of theory is wB97M-V/def2-TZVPD.

Summary:
Kohn-Sham gap (spin up / spin down) = 5.9 / 4.0 eV
Multiplicity = 1
Energy relative to the best compared isomer or geometry (same formula, charge and spin) = 0.0000 eV

Positions of all 47 atoms, in Å:
C  -1.3873  1.8628  2.5907
C  -1.0439  -1.8232  2.7203
H  -1.1034  2.7629  1.9731
H  -2.1420  2.0382  3.3755
H  -1.7016  1.0647  1.8884
H  -0.9006  -2.3117  1.7545
H  -0.9145  -2.5641  3.5202
H  -2.0418  -1.3739  2.7227
C  0.8928  3.0331  -2.4633
C  0.9681  3.7313  -3.6730
C  1.1545  2.9953  -4.8600
C  1.2227  1.5979  -4.8109
H  0.7647  3.5366  -1.4939
H  0.8631  4.8183  -3.6756
H  1.2389  3.5130  -5.8149
H  1.3455  1.0133  -5.7189
N  0.9331  1.6834  -2.4417
C  1.0517  0.9403  -3.5825
C  0.8822  -0.5258  -3.4235
N  0.8270  -1.0084  -2.1434
C  0.5381  -2.3162  -1.9116
C  0.3977  -2.7283  -4.2841
C  0.2875  -3.1997  -2.9660
H  0.5111  -2.6244  -0.8562
H  0.0311  -4.2337  -2.7442
C  0.6993  -1.3860  -4.5171
H  0.7878  -0.9747  -5.5240
H  0.2339  -3.3919  -5.1260
Sr  0.8710  0.5313  -0.2794
C  -1.8571  -0.2313  -0.3470
H  -1.8515  -1.3228  -0.5178
H  -2.3126  0.2346  -1.2411
H  -2.5198  -0.0076  0.5088
C  -1.1612  -0.0807  4.7576
C  0.1885  -0.3511  4.1050
C  1.0261  0.9221  4.0846
C  0.9642  -1.3893  4.9338
O  -0.0216  -0.8070  2.7507
H  -1.0428  0.5782  5.6275
H  -1.6973  -0.9968  5.0419
H  -1.8106  0.4385  4.0498
H  0.8317  1.4947  5.0046
H  2.0915  0.6614  4.0328
H  0.7727  1.5965  3.2588
H  0.3417  -2.2558  5.1973
H  1.8432  -1.7443  4.3721
H  1.3180  -0.9059  5.8601